Molecular formula: C27H82O32S9
Method: DFT, ωB97M-V with the def2-TZVPD basis set

Each atom is followed by the atoms it is bonded to, with distances in Å.
CARTESIAN COORDINATES (ANGSTROEM)
1 O 3.98187 1.37235 1.21233  S2 1.450
2 S 4.20869 2.34180 2.26578  O1 1.450, O3 1.436, O4 1.634, C7 1.760
3 O 3.10889 2.73087 3.10280  S2 1.436
4 O 5.38612 1.76098 3.23782  S2 1.634, C5 1.421
5 C 5.97798 2.64772 4.17727  O4 1.421, C6 1.524, H8 1.094, H9 1.095
6 C 6.68394 1.77618 5.20978  C5 1.524, H10 1.090, H11 1.090, H12 1.093
7 C 4.93413 3.77610 1.54952  S2 1.760, H13 1.087, H14 1.088, H15 1.093
8 H 5.17151 3.24378 4.61557  C5 1.094
9 H 6.74257 3.33469 3.79866  C5 1.095
10 H 7.66239 1.39472 4.91663  C6 1.090
11 H 6.04912 0.93295 5.48009  C6 1.090
12 H 6.91068 2.35896 6.10599  C6 1.093
13 H 5.65243 3.63097 0.74662  C7 1.087
14 H 5.27474 4.41309 2.36280  C7 1.088
15 H 4.12557 4.30069 1.03314  C7 1.093
16 O -1.70550 1.67507 -3.53690  S17 1.444
17 S -2.66924 1.70568 -4.61189  O16 1.444, O18 1.450, O19 1.613, C22 1.825
18 O -2.18933 1.89379 -5.96679  S17 1.450
19 O -3.57515 0.37312 -4.53650  S17 1.613, C20 1.465
20 C -4.49497 0.05860 -5.63207  O19 1.465, C21 1.495, H23 1.091, H24 1.090
21 C -4.39983 -1.41706 -5.84935  C20 1.495, H25 1.090, H26 1.091, H27 1.093
22 C -3.94557 2.92750 -4.15512  S17 1.825, H28 1.086, H29 1.086, H30 1.087
23 H -4.11799 0.60182 -6.49943  C20 1.091
24 H -5.49403 0.40173 -5.36391  C20 1.090
25 H -4.80954 -1.72118 -6.81284  C21 1.090
26 H -4.80980 -2.04332 -5.05604  C21 1.091
27 H -3.34187 -1.69061 -5.87941  C21 1.093
28 H -4.17841 2.69024 -3.12091  C22 1.086
29 H -4.75132 2.74942 -4.86081  C22 1.086
30 H -3.43306 3.87432 -4.30648  C22 1.087
31 O 0.35764 3.85392 -0.74378  S32 1.458
32 S -0.55295 4.84629 -1.30304  O31 1.458, O33 1.429, O34 1.631, C37 1.829
33 O -0.85014 6.09269 -0.66987  S32 1.429
34 O -0.00310 5.20059 -2.79761  S32 1.631, C35 1.443
35 C 0.16481 4.12546 -3.74512  O34 1.443, C36 1.514, H38 1.090, H39 1.094
36 C 1.00751 4.62216 -4.90114  C35 1.514, H40 1.089, H41 1.094, H42 1.087
37 C -2.08296 3.92317 -1.69422  S32 1.829, H43 1.091, H44 1.085, H45 1.091
38 H -0.83918 3.77588 -3.98488  C35 1.090
39 H 0.74598 3.32437 -3.27917  C35 1.094
40 H 1.49804 3.79653 -5.41544  C36 1.089
41 H 1.85163 5.14599 -4.44337  C36 1.094
42 H 0.49563 5.30653 -5.57298  C36 1.087
43 H -1.74625 3.00397 -2.17490  C37 1.091
44 H -2.78855 4.48923 -2.29371  C37 1.085
45 H -2.52941 3.58921 -0.75626  C37 1.091
46 O 4.17978 2.42473 -3.16908  S47 1.431
47 S 3.10454 1.49617 -2.99854  O46 1.431, O48 1.438, O49 1.608, C52 1.829
48 O 2.07828 1.64604 -2.00283  S47 1.438
49 O 2.40660 1.32920 -4.43750  S47 1.608, C50 1.448
50 C 1.22004 0.51111 -4.57686  O49 1.448, C51 1.524, H53 1.089, H54 1.090
51 C 1.40547 -0.35567 -5.81630  C50 1.524, H55 1.093, H56 1.092, H57 1.089
52 C 3.83825 -0.17092 -2.83034  S47 1.829, H58 1.092, H59 1.083, H60 1.088
53 H 0.38773 1.18318 -4.77803  C50 1.089
54 H 1.02974 -0.12666 -3.71389  C50 1.090
55 H 0.41405 -0.78610 -5.97827  C51 1.093
56 H 2.11026 -1.18451 -5.72617  C51 1.092
57 H 1.74609 0.24203 -6.66033  C51 1.089
58 H 2.99564 -0.86526 -2.81842  C52 1.092
59 H 4.42535 -0.18782 -1.92015  C52 1.083
60 H 4.30630 -0.38277 -3.78892  C52 1.088
61 O -5.40940 -4.56590 2.73391  S62 1.432
62 S -4.41851 -3.75939 3.38131  O61 1.432, O63 1.443, O64 1.626, C67 1.820
63 O -4.05756 -3.90987 4.77014  S62 1.443
64 O -3.07945 -3.97034 2.48322  S62 1.626, C65 1.441
65 C -1.83319 -3.63811 3.12651  O64 1.441, C66 1.531, H68 1.090, H69 1.100
66 C -0.70909 -4.12425 2.20854  C65 1.531, H70 1.089, H71 1.093, H72 1.086
67 C -4.72792 -1.99280 3.07421  S62 1.820, H73 1.089, H74 1.089, H75 1.085
68 H -1.84411 -3.90821 4.18225  C65 1.090
69 H -1.78191 -2.54437 3.22746  C65 1.100
70 H 0.21272 -3.57454 2.39485  C66 1.089
71 H -0.97937 -3.78525 1.20571  C66 1.093
72 H -0.55849 -5.19993 2.19484  C66 1.086
73 H -5.80089 -1.82374 3.00169  C67 1.089
74 H -4.22798 -1.84921 2.11751  C67 1.089
75 H -4.38323 -1.39416 3.91149  C67 1.085
76 O -4.20342 1.18469 -1.16607  S77 1.434
77 S -5.43709 0.48866 -0.94033  O76 1.434, O78 1.444, O79 1.627, C82 1.877
78 O -6.62588 0.93637 -1.62714  S77 1.444
79 O -5.18661 -1.11690 -1.02211  S77 1.627, C80 1.438
80 C -6.37600 -1.90825 -1.18852  O79 1.438, C81 1.513, H83 1.096, H84 1.092
81 C -6.09109 -3.27423 -0.60415  C80 1.513, H85 1.094, H86 1.091, H87 1.085
82 C -5.70792 0.57877 0.91529  S77 1.877, H88 1.089, H89 1.085, H90 1.083
83 H -6.51925 -1.99845 -2.27101  C80 1.096
84 H -7.31307 -1.49476 -0.81001  C80 1.092
85 H -6.06254 -3.19517 0.48671  C81 1.094
86 H -5.05779 -3.52086 -0.85445  C81 1.091
87 H -6.82492 -4.02520 -0.87868  C81 1.085
88 H -6.21603 1.54158 0.92716  C82 1.089
89 H -4.70865 0.62807 1.33472  C82 1.085
90 H -6.34704 -0.24031 1.22151  C82 1.083
91 O 5.18367 -4.73370 1.78603  S92 1.434
92 S 4.60092 -3.71390 2.60825  O91 1.434, O93 1.445, O94 1.634, C97 1.840
93 O 3.23382 -3.80942 3.06689  S92 1.445
94 O 5.53003 -3.61960 3.94954  S92 1.634, C95 1.433
95 C 6.94587 -3.49960 3.76045  O94 1.433, C96 1.517, H98 1.091, H99 1.092
96 C 7.48769 -2.52750 4.79103  C95 1.517, H100 1.092, H101 1.093, H102 1.087
97 C 4.91930 -2.08171 1.81992  S92 1.840, H103 1.083, H104 1.087, H105 1.087
98 H 7.20503 -3.22645 2.73664  C95 1.091
99 H 7.42922 -4.46535 3.92045  C95 1.092
100 H 6.92821 -1.59592 4.89533  C96 1.092
101 H 8.46548 -2.19933 4.42776  C96 1.093
102 H 7.54912 -2.96759 5.78352  C96 1.087
103 H 5.91270 -2.05177 1.39068  C97 1.083
104 H 4.76728 -1.37742 2.63403  C97 1.087
105 H 4.10580 -2.04493 1.09961  C97 1.087
106 O -2.14185 -1.45038 0.34555  S107 1.451
107 S -1.31564 -0.34755 0.80111  O106 1.451, O108 1.450, O109 1.609, C112 1.809
108 O -1.90402 0.72346 1.58112  S107 1.450
109 O -0.03718 -1.00217 1.52541  S107 1.609, C110 1.434
110 C 1.01328 -0.15172 2.00577  O109 1.434, C111 1.506, H113 1.096, H114 1.090
111 C 1.06656 -0.07077 3.50816  C110 1.506, H115 1.092, H116 1.090, H117 1.092
112 C -0.46780 0.38361 -0.61974  S107 1.809, H118 1.089, H119 1.093, H120 1.087
113 H 0.84645 0.88339 1.68791  C110 1.096
114 H 1.93618 -0.43615 1.50057  C110 1.090
115 H 1.53639 -0.91745 4.01223  C111 1.092
116 H 0.11194 0.11828 3.99842  C111 1.090
117 H 1.65554 0.82453 3.72025  C111 1.092
118 H 0.16023 1.22107 -0.31980  C112 1.089
119 H -1.19809 0.83042 -1.29963  C112 1.093
120 H 0.06470 -0.36915 -1.19553  C112 1.087
121 O -0.95703 -1.02448 -4.59582  S122 1.425
122 S -1.07150 -2.16754 -3.75271  O121 1.425, O123 1.435, O124 1.663, C127 1.808
123 O -1.12857 -3.51132 -4.25179  S122 1.435
124 O 0.16315 -2.00581 -2.65087  S122 1.663, C125 1.428
125 C 0.67832 -3.21639 -2.09587  O124 1.428, C126 1.522, H128 1.092, H129 1.093
126 C 1.58717 -4.01404 -3.02028  C125 1.522, H130 1.091, H131 1.091, H132 1.090
127 C -2.46461 -1.86984 -2.63956  S122 1.808, H133 1.084, H134 1.086, H135 1.086
128 H -0.11977 -3.84438 -1.69364  C125 1.092
129 H 1.31566 -2.92960 -1.25582  C125 1.093
130 H 1.01387 -4.47739 -3.82462  C126 1.091
131 H 2.02458 -4.88294 -2.52646  C126 1.091
132 H 2.35651 -3.38545 -3.46824  C126 1.090
133 H -2.38986 -2.59613 -1.83855  C127 1.084
134 H -3.30567 -1.95860 -3.32077  C127 1.086
135 H -2.32652 -0.83823 -2.32885  C127 1.086
136 O -1.57839 0.40915 6.29974  H137 0.963, H138 0.972
137 H -2.03205 -0.43860 6.35364  O136 0.963
138 H -0.64827 0.20955 6.50130  O136 0.972
139 O 1.19285 0.51517 6.81840  H140 0.967, H141 0.962
140 H 0.98135 1.33936 7.27739  O139 0.967
141 H 2.15297 0.50733 6.75830  O139 0.962
142 O 0.34803 3.51651 2.17636  H143 0.964, H144 0.967
143 H 1.11165 3.53371 2.76407  O142 0.964
144 H 0.66757 3.89141 1.34385  O142 0.967
145 O -1.53536 2.83511 5.00777  H146 0.976, H147 0.979
146 H -1.67856 2.81583 4.04279  O145 0.976
147 H -1.47130 1.89731 5.28159  O145 0.979
148 O -2.38313 3.28517 2.24711  H149 0.965, H150 0.977
149 H -2.73341 2.39110 2.15018  O148 0.965
150 H -1.41667 3.18129 2.14766  O148 0.977

For the HOMO-LUMO gap, the calculation gives 9.481 eV. The max |F| is 2.9 eV/A. The calculation puts the lowest unoccupied orbital energy at -0.003 hartree.

Atom charges from the Mulliken analysis, given in e for atoms 1 to 99: number 1, O, carries -0.53; number 2, S, carries 1.17; number 3, O, carries -0.70; number 4, O, carries -0.15; number 5, C, carries -0.28; number 6, C, carries -1.34; number 7, C, carries -1.06; number 8, H, carries 0.43; number 9, H, carries 0.32; number 10, H, carries 0.33; number 11, H, carries 0.27; number 12, H, carries 0.42; number 13, H, carries 0.35; number 14, H, carries 0.41; number 15, H, carries 0.31; number 16, O, carries -0.45; number 17, S, carries 1.31; number 18, O, carries -0.82; number 19, O, carries 0.07; number 20, C, carries -0.39; number 21, C, carries -1.05; number 22, C, carries -1.18; number 23, H, carries 0.50; number 24, H, carries 0.26; number 25, H, carries 0.41; number 26, H, carries 0.20; number 27, H, carries 0.18; number 28, H, carries 0.09; number 29, H, carries 0.56; number 30, H, carries 0.40; number 31, O, carries -0.49; number 32, S, carries 0.99; number 33, O, carries -0.71; number 34, O, carries -0.55; number 35, C, carries 1.29; number 36, C, carries -1.48; number 37, C, carries 0.21; number 38, H, carries -0.32; number 39, H, carries -0.15; number 40, H, carries 0.30; number 41, H, carries 0.41; number 42, H, carries 0.36; number 43, H, carries -0.83; number 44, H, carries 0.55; number 45, H, carries 0.34; number 46, O, carries -0.71; number 47, S, carries 1.29; number 48, O, carries -0.32; number 49, O, carries -0.62; number 50, C, carries 1.72; number 51, C, carries -1.54; number 52, C, carries -0.43; number 53, H, carries -0.11; number 54, H, carries -0.43; number 55, H, carries 0.33; number 56, H, carries 0.28; number 57, H, carries 0.41; number 58, H, carries -0.29; number 59, H, carries 0.39; number 60, H, carries 0.38; number 61, O, carries -0.61; number 62, S, carries 1.23; number 63, O, carries -0.68; number 64, O, carries -0.31; number 65, C, carries -0.08; number 66, C, carries -0.56; number 67, C, carries -0.70; number 68, H, carries 0.59; number 69, H, carries 0.03; number 70, H, carries 0.09; number 71, H, carries -0.13; number 72, H, carries 0.48; number 73, H, carries 0.54; number 74, H, carries -0.17; number 75, H, carries 0.44; number 76, O, carries -0.36; number 77, S, carries 0.99; number 78, O, carries -0.72; number 79, O, carries -0.06; number 80, C, carries -0.34; number 81, C, carries -1.02; number 82, C, carries -0.97; number 83, H, carries 0.21; number 84, H, carries 0.52; number 85, H, carries 0.17; number 86, H, carries 0.14; number 87, H, carries 0.44; number 88, H, carries 0.52; number 89, H, carries 0.03; number 90, H, carries 0.37; number 91, O, carries -0.66; number 92, S, carries 1.19; number 93, O, carries -0.53; number 94, O, carries -0.33; number 95, C, carries -0.31; number 96, C, carries -0.93; number 97, C, carries -0.70; number 98, H, carries 0.32; number 99, H, carries 0.32